No. 1
{
  "formula": "C5H8FN",
  "method": "ωB97M-V/def2-TZVPD",
  "symbols": ["C", "C", "C", "C", "C", "N", "F", "H", "H", "H", "H", "H", "H", "H", "H"],
  "positions_angstrom": [[1.58585, -1.41289, 1.71040], [0.59042, 1.13161, 0.71745], [-1.14162, -0.04659, -0.63307], [0.61222, -1.34617, 0.56713], [-0.34800, -0.10584, 0.58253], [2.44702, -1.40963, 2.49739], [-1.20832, -0.23880, 1.74199], [-0.00994, 1.85394, 1.40350], [1.50553, 0.89986, 1.17781], [0.61966, 1.37604, -0.32319], [-1.49713, -0.99139, -0.88559], [-1.98976, 0.51911, -0.34968], [-0.63373, 0.58899, -1.40797], [0.16510, -2.26608, 0.82381], [1.05395, -1.30625, -0.44126]],
  "atomic_forces_ev_per_a": [[2.01, 1.23, 0.01], [-3.96, 0.26, 1.26], [-0.04, 2.03, -0.68], [0.31, 0.95, 1.26], [2.72, -0.93, 2.98], [-1.83, -0.21, -1.25], [0.83, 0.15, -1.23], [1.24, -0.72, -1.57], [1.19, -0.12, 0.40], [0.90, 1.32, -0.15], [-0.41, -1.58, -1.12], [-1.19, 0.75, 0.08], [-0.53, -1.35, 0.30], [-1.62, -1.24, -0.96], [0.38, -0.53, 0.66]],
  "orbital_gap_ha": 0.444,
  "e_above_lowest_ev": 0.713,
  "total_charge": 0,
  "smiles": "CC(C)(F)CC#N",
  "e_tot_ev": -9521.0756,
  "lumo_ev": 0.679
}

No. 2
{
  "formula": "C5H8FN",
  "method": "ωB97M-V/def2-TZVPD",
  "symbols": ["C", "C", "C", "C", "C", "N", "F", "H", "H", "H", "H", "H", "H", "H", "H"],
  "positions_angstrom": [[-1.10948, -0.36175, -0.55936], [-1.32164, -0.30201, 0.92351], [-0.00710, 0.48583, -1.18081], [0.69844, 0.10045, 1.20193], [1.10151, 0.40907, -0.21768], [1.43373, -0.86343, 0.32282], [2.09448, 1.36192, -0.45115], [-0.86606, -1.34241, -0.93695], [-2.06009, -0.00015, -0.86236], [-1.66349, 0.60677, 1.24969], [-1.69819, -1.10565, 1.47437], [0.28117, -0.04291, -2.06496], [-0.24076, 1.55102, -1.61308], [0.96719, 0.63487, 2.21380], [2.39026, -1.13162, 0.50023]],
  "atomic_forces_ev_per_a": [[-0.08, -0.05, 0.41], [-2.92, -1.30, -2.32], [-0.32, 1.54, -1.41], [6.20, 1.04, 0.03], [-0.58, 1.59, 1.84], [-0.72, 1.12, 1.81], [-0.10, -0.89, 0.21], [-0.65, -0.57, 0.28], [-1.01, 0.01, -1.23], [-0.52, 2.29, 1.07], [-0.13, -1.41, 0.59], [0.35, -0.28, -0.84], [0.26, -1.75, 1.62], [-0.10, -1.48, -2.07], [0.33, 0.14, 0.00]],
  "orbital_gap_ha": [0.218, 0.317],
  "e_above_lowest_ev": 2.193,
  "s_squared": 2.01,
  "total_charge": 0,
  "e_tot_ev": -9514.5394,
  "spin_multiplicity": 3,
  "lumo_ev": [1.188, -1.441]
}